Entry from the OMol25 dataset: 2 unconnected molecules or ions with the total composition C3H7FNO in a non-equilibrium geometry (ωB97M-V/def2-TZVPD).

Positions of all 13 atoms, in Å:
C1 -0.838 1.172 0.201
C2 0.295 -1.350 -0.461
C3 1.592 0.244 0.592
N1 -1.468 0.095 -0.129
O1 0.920 -0.894 0.531
F1 2.009 0.708 -0.529
H1 -0.847 1.636 1.209
H2 -0.690 1.952 -0.533
H3 -0.179 -2.330 -0.316
H4 0.383 -1.144 -1.598
H5 2.373 0.318 1.397
H6 -1.661 -0.390 0.687
H7 -1.888 -0.017 -1.052

Force components x, y, z for each atom (eV/Å):
1.152 3.799 1.025
-1.722 -2.317 -3.716
-0.782 0.332 1.769
1.103 0.415 -1.020
1.407 0.321 0.917
0.681 0.510 -2.110
-0.053 -1.220 -0.464
0.336 -0.306 -0.438
0.214 0.525 0.507
0.617 0.560 2.310
-1.351 -0.194 -0.458
-1.653 -2.040 1.054
0.050 -0.386 0.625

Summary:
2S+1: 1
ΔE to the lowest compared entry with this formula, charge and spin, eV: 4.436
HOMO energy (spin up / spin down), Ha: -0.47576 / -0.47574
Molar mass, g/mol: 92.1
Net charge: +1
Total energy, hartree: -347.93813